1.
{"formula": "C60H52GeN7O2PSTi", "method": "ωB97M-V/def2-TZVPD", "symbols": ["Ti", "C", "C", "O", "C", "C", "C", "N", "N", "C", "O", "C", "C", "C", "C", "C", "C", "H", "H", "H", "H", "H", "H", "H", "H", "H", "H", "H", "H", "N", "P", "C", "C", "C", "C", "C", "C", "C", "C", "C", "C", "C", "C", "C", "C", "C", "C", "C", "N", "H", "H", "H", "H", "H", "H", "H", "H", "H", "H", "H", "H", "H", "H", "H", "N", "C", "C", "C", "C", "C", "C", "S", "N", "C", "C", "C", "C", "C", "C", "N", "H", "H", "H", "H", "H", "H", "H", "H", "H", "C", "Ge", "C", "C", "C", "C", "C", "C", "C", "C", "C", "C", "C", "C", "C", "C", "C", "C", "C", "C", "H", "H", "H", "H", "H", "H", "H", "H", "H", "H", "H", "H", "H", "H", "H", "H"], "positions_angstrom": [[0.278, 0.340, -0.180], [-1.282, 2.499, -3.609], [-0.933, 2.320, -2.154], [-0.314, 1.215, -1.895], [-1.309, 3.253, -1.225], [-1.215, 3.109, 0.202], [-1.631, 4.265, 1.068], [-0.788, 2.004, 0.719], [-0.911, 1.899, 2.117], [-0.777, 0.641, 2.419], [-0.564, -0.291, 1.559], [-1.029, 0.205, 3.825], [-1.177, 1.137, 4.849], [-1.446, 0.713, 6.140], [-1.570, -0.645, 6.416], [-1.412, -1.573, 5.397], [-1.137, -1.149, 4.104], [-2.109, 1.829, -3.862], [-0.424, 2.223, -4.226], [-1.573, 3.524, -3.839], [-1.774, 4.159, -1.596], [-1.964, 5.099, 0.451], [-0.784, 4.586, 1.678], [-2.422, 3.978, 1.761], [-1.068, 2.187, 4.614], [-1.550, 1.441, 6.936], [-1.775, -0.976, 7.428], [-1.485, -2.633, 5.607], [-0.982, -1.855, 3.301], [-1.412, -1.528, -2.919], [0.166, -1.459, -2.240], [1.201, -0.751, -3.584], [2.435, -0.237, -3.195], [3.346, 0.194, -4.148], [3.023, 0.153, -5.497], [1.780, -0.323, -5.892], [0.881, -0.782, -4.937], [0.787, -3.169, -2.439], [2.120, -3.435, -2.131], [2.604, -4.732, -2.207], [1.768, -5.774, -2.592], [0.440, -5.515, -2.895], [-0.048, -4.218, -2.810], [-2.473, -0.862, -2.322], [-3.653, -0.630, -3.046], [-4.681, 0.045, -2.420], [-4.536, 0.473, -1.106], [-3.338, 0.181, -0.472], [-2.343, -0.475, -1.058], [-1.533, -1.691, -3.908], [2.671, -0.141, -2.138], [4.300, 0.589, -3.816], [3.732, 0.506, -6.237], [1.510, -0.344, -6.941], [-0.077, -1.158, -5.278], [2.779, -2.640, -1.805], [3.639, -4.923, -1.953], [2.153, -6.786, -2.643], [-0.223, -6.323, -3.183], [-1.094, -4.021, -3.008], [-3.731, -0.962, -4.075], [-5.597, 0.247, -2.966], [-5.310, 1.023, -0.591], [-3.146, 0.484, 0.553], [2.620, -3.096, 1.232], [3.874, -2.449, 1.320], [4.929, -2.946, 0.566], [6.200, -2.383, 0.617], [6.378, -1.269, 1.433], [5.332, -0.790, 2.199], [4.053, -1.384, 2.239], [2.859, -0.906, 3.399], [1.555, -1.210, 0.276], [1.505, -2.361, 0.737], [0.219, -3.121, 0.986], [0.068, -3.945, 2.105], [-1.162, -4.538, 2.321], [-2.204, -4.314, 1.428], [-1.957, -3.484, 0.344], [-0.784, -2.902, 0.130], [2.661, -4.050, 0.902], [4.734, -3.790, -0.091], [7.010, -2.789, 0.022], [7.343, -0.774, 1.481], [5.488, 0.060, 2.854], [0.898, -4.047, 2.790], [-1.316, -5.156, 3.199], [-3.185, -4.750, 1.568], [-2.738, -3.268, -0.381], [1.787, 1.491, -0.149], [2.500, 3.049, -0.891], [1.820, 3.838, -2.576], [2.247, 3.332, -3.802], [1.802, 3.858, -5.008], [0.922, 4.928, -5.015], [0.484, 5.454, -3.806], [0.923, 4.906, -2.609], [4.384, 2.612, -1.359], [4.903, 1.375, -0.972], [6.204, 1.007, -1.299], [7.007, 1.870, -2.029], [6.511, 3.107, -2.421], [5.213, 3.467, -2.084], [2.594, 4.549, 0.405], [2.562, 4.201, 1.760], [2.598, 5.168, 2.753], [2.656, 6.514, 2.417], [2.692, 6.882, 1.081], [2.664, 5.906, 0.091], [2.394, 1.212, 0.726], [2.942, 2.503, -3.821], [2.145, 3.424, -5.940], [0.573, 5.346, -5.953], [-0.212, 6.286, -3.793], [0.540, 5.311, -1.680], [4.279, 0.685, -0.411], [6.576, 0.044, -0.973], [8.020, 1.582, -2.290], [7.133, 3.789, -2.990], [4.839, 4.435, -2.405], [2.481, 3.157, 2.042], [2.569, 4.865, 3.793], [2.671, 7.271, 3.194], [2.738, 7.929, 0.804], [2.713, 6.218, -0.945]], "mulliken_charge": [-2.11, -1.70, 0.01, 1.59, -1.04, 0.72, -1.80, 1.67, -1.38, 0.45, -0.40, -0.14, -0.41, -0.74, -0.43, -0.85, 0.18, 0.23, 0.07, 0.52, 0.26, 0.46, 0.27, 0.36, 0.47, 0.37, 0.36, 0.40, 0.39, 0.42, 0.55, 0.63, 0.14, -0.93, -0.48, -0.99, -0.34, 1.14, -0.19, -0.64, -0.78, -0.79, -0.86, -0.35, -0.90, -0.50, -0.90, -0.45, 0.96, 0.37, 0.21, 0.39, 0.40, 0.36, 0.21, 0.21, 0.40, 0.39, 0.40, 0.31, 0.46, 0.35, 0.47, 0.16, 0.24, -0.19, -0.41, -0.67, -0.57, -0.64, 0.68, -0.54, 0.71, -0.37, -0.98, -0.98, -0.43, -1.08, -0.45, 1.03, 0.51, 0.26, 0.37, 0.31, 0.31, 0.51, 0.42, 0.42, 0.31, 0.49, 3.60, -0.03, -0.24, -0.72, -0.60, -0.83, -0.06, -0.36, -0.21, -0.41, -0.68, -0.84, -0.22, 0.10, -0.61, -0.73, -0.43, -0.69, -0.45, 0.82, 0.11, 0.41, 0.34, 0.37, 0.43, -0.05, 0.34, 0.37, 0.36, 0.38, 0.25, 0.43, 0.35, 0.38, 0.28], "charge": -2, "lumo_ev": 3.856, "multiplicity": 1}

2.
{"formula": "C60H53F10N4OP2SiTi", "method": "ωB97M-V/def2-TZVPD", "symbols": ["Ti", "C", "N", "C", "C", "N", "C", "C", "F", "C", "F", "C", "F", "C", "F", "C", "F", "C", "C", "N", "C", "C", "F", "C", "F", "C", "F", "C", "F", "C", "F", "H", "H", "H", "H", "H", "H", "H", "H", "H", "H", "H", "C", "Si", "C", "C", "C", "C", "C", "C", "P", "C", "C", "C", "C", "C", "C", "C", "C", "C", "C", "C", "C", "C", "C", "C", "C", "C", "C", "P", "C", "C", "C", "C", "C", "C", "C", "C", "C", "C", "C", "C", "H", "H", "H", "H", "H", "H", "H", "H", "H", "H", "H", "H", "H", "H", "H", "H", "H", "H", "H", "H", "H", "H", "H", "H", "H", "H", "H", "H", "H", "H", "H", "O", "C", "C", "C", "C", "C", "C", "N", "H", "H", "H", "H", "H", "H", "H", "H", "H", "H", "H"], "positions_angstrom": [[-0.533, -1.148, 0.059], [-2.153, 1.812, -1.299], [-2.390, 0.391, -1.037], [-2.695, -0.292, -2.322], [-1.966, -1.626, -2.403], [-2.002, -2.293, -1.113], [-2.928, -3.227, -0.837], [-4.122, -3.538, -1.528], [-4.527, -2.800, -2.596], [-4.985, -4.555, -1.153], [-6.101, -4.766, -1.875], [-4.735, -5.335, -0.047], [-5.568, -6.330, 0.315], [-3.585, -5.065, 0.677], [-3.288, -5.815, 1.751], [-2.729, -4.059, 0.291], [-1.604, -3.899, 1.028], [-3.502, 0.285, -0.064], [-3.345, -0.652, 1.135], [-1.955, -0.880, 1.516], [-1.714, -1.256, 2.807], [-0.478, -1.864, 3.099], [0.228, -2.366, 2.050], [0.027, -2.093, 4.354], [1.240, -2.639, 4.505], [-0.745, -1.795, 5.463], [-0.268, -1.950, 6.710], [-2.028, -1.348, 5.238], [-2.827, -1.086, 6.288], [-2.518, -1.127, 3.958], [-3.814, -0.739, 3.907], [-3.011, 2.272, -1.811], [-1.975, 2.329, -0.362], [-1.272, 1.938, -1.915], [-3.772, -0.445, -2.411], [-2.388, 0.355, -3.150], [-2.361, -2.233, -3.220], [-0.914, -1.418, -2.634], [-3.681, 1.290, 0.325], [-4.417, -0.012, -0.588], [-3.889, -0.171, 1.944], [-3.849, -1.604, 0.936], [2.919, -1.157, 1.341], [1.519, 0.141, 1.126], [2.679, 1.281, 0.055], [3.804, 1.872, 0.661], [4.879, 2.338, -0.070], [4.883, 2.207, -1.459], [3.778, 1.670, -2.087], [2.668, 1.236, -1.347], [1.123, 0.807, -2.250], [0.817, 2.439, -3.067], [1.413, 3.625, -2.648], [1.051, 4.843, -3.213], [0.083, 4.902, -4.203], [-0.549, 3.733, -4.606], [-0.195, 2.524, -4.029], [1.836, -0.229, -3.611], [1.552, -0.097, -4.967], [2.136, -0.942, -5.906], [3.015, -1.934, -5.504], [3.293, -2.087, -4.151], [2.699, -1.255, -3.217], [1.483, 1.041, 2.841], [2.327, 0.625, 3.886], [2.310, 1.218, 5.139], [1.451, 2.282, 5.393], [0.614, 2.718, 4.384], [0.615, 2.103, 3.128], [-0.501, 2.734, 1.813], [0.111, 4.478, 1.737], [-0.584, 5.620, 2.118], [-0.021, 6.883, 1.956], [1.248, 7.024, 1.415], [1.956, 5.887, 1.037], [1.388, 4.634, 1.188], [-2.108, 2.868, 2.685], [-2.391, 2.153, 3.847], [-3.667, 2.160, 4.396], [-4.684, 2.888, 3.795], [-4.418, 3.604, 2.634], [-3.146, 3.586, 2.082], [3.777, -0.773, 1.900], [2.588, -2.095, 1.786], [3.284, -1.395, 0.337], [3.832, 1.947, 1.744], [5.728, 2.783, 0.436], [5.734, 2.537, -2.041], [3.762, 1.604, -3.169], [2.160, 3.611, -1.865], [1.531, 5.750, -2.867], [-0.193, 5.852, -4.644], [-1.334, 3.764, -5.352], [-0.742, 1.631, -4.314], [0.893, 0.683, -5.318], [1.904, -0.814, -6.956], [3.481, -2.581, -6.236], [3.979, -2.857, -3.821], [2.911, -1.391, -2.163], [2.996, -0.208, 3.726], [2.963, 0.846, 5.920], [1.435, 2.762, 6.364], [-0.052, 3.557, 4.566], [-1.566, 5.537, 2.567], [-0.583, 7.760, 2.255], [1.683, 8.007, 1.291], [2.951, 5.976, 0.618], [1.946, 3.756, 0.882], [-1.611, 1.569, 4.323], [-3.865, 1.582, 5.290], [-5.678, 2.892, 4.224], [-5.206, 4.166, 2.148], [-2.959, 4.136, 1.166], [0.686, -2.276, -0.784], [0.922, -3.581, -0.947], [0.206, -4.353, -2.001], [0.942, -5.633, -2.401], [2.411, -5.422, -2.787], [3.389, -5.447, -1.608], [3.221, -4.296, -0.619], [1.863, -4.171, -0.079], [0.081, -3.708, -2.881], [-0.814, -4.620, -1.686], [0.402, -6.079, -3.240], [0.886, -6.362, -1.585], [2.495, -4.464, -3.310], [2.712, -6.195, -3.499], [4.419, -5.439, -1.982], [3.262, -6.394, -1.068], [3.459, -3.347, -1.106], [3.925, -4.411, 0.211], [1.537, -5.068, 0.264]], "lowdin_spin": [1.06, 0.00, 0.00, 0.00, 0.01, 0.00, 0.00, 0.00, 0.00, 0.00, 0.00, 0.00, 0.00, 0.00, 0.00, 0.00, 0.01, 0.00, 0.00, 0.00, 0.00, 0.00, 0.01, 0.00, 0.00, 0.00, 0.00, 0.00, 0.00, 0.00, 0.00, 0.00, 0.00, 0.00, 0.00, 0.00, 0.00, 0.00, 0.00, 0.00, 0.00, 0.00, 0.00, 0.01, 0.00, 0.00, 0.00, 0.00, 0.00, 0.00, 0.01, 0.00, 0.00, 0.00, 0.00, 0.00, 0.00, 0.00, 0.00, 0.00, 0.00, 0.00, 0.00, 0.00, 0.00, 0.00, 0.00, 0.00, 0.00, 0.00, 0.00, 0.00, 0.00, 0.00, 0.00, 0.00, 0.00, 0.00, 0.00, 0.00, 0.00, 0.00, 0.00, 0.00, 0.00, 0.00, 0.00, 0.00, 0.00, 0.00, 0.00, 0.00, 0.00, 0.00, 0.00, 0.00, 0.00, 0.00, 0.00, 0.00, 0.00, 0.00, 0.00, 0.00, 0.00, 0.00, 0.00, 0.00, 0.00, 0.00, 0.00, 0.00, 0.00, 0.11, 0.49, 0.08, 0.01, 0.01, 0.00, 0.03, 0.08, 0.01, 0.03, 0.00, 0.00, 0.00, 0.00, 0.00, 0.00, 0.00, 0.00, 0.01], "charge": -1, "lumo_ev": [2.287, 2.285], "multiplicity": 3, "s2": 2.01}

What are the molecular weight values for these records? In order: 1086.64; 1173.99 g/mol.
What are the ΔE to the lowest compared entry with this formula, charge and spin values for these records? In order: 0.000; 0.417 eV.